An isolated molecule of C19H22N2O4. Source: OMol25; level of theory: wB97M-V/def2-TZVPD.

Summary:
HOMO, eV: -7.7671
HOMO-LUMO gap, eV: 8.39
Energy above the lowest of the compared OMol25 structures with the same formula, charge and spin, kJ/mol: 53.8
Largest force on an atom, hartree/bohr: 0.0125
SMILES: COc1ccc(NC(=O)CCCN2C(=O)[C@H]3CC=CC[C@H]3C2=O)cc1
Energy, eV: -31231.67874

Geometry as XYZ:
```
47
C19H22N2O4 (wB97M-V/def2-TZVPD)
H -5.05 -3.31 3.86
N 1.38 1.72 -2.46
C 2.71 2.06 -2.32
H -3.50 -1.54 3.76
H -0.05 2.64 -3.67
C -3.01 -2.86 2.13
H -4.54 -5.01 4.03
H 2.64 -1.02 -2.92
H -1.36 1.73 -1.86
H -1.34 -1.91 -0.66
C -2.39 -2.95 0.89
N -1.20 0.47 0.35
H 4.90 0.16 -0.52
C 2.25 -0.20 0.38
H -2.47 0.42 2.73
H -1.45 3.48 -1.80
O 0.05 -0.14 -2.38
H 1.45 -1.78 -0.84
C -4.19 -4.00 3.86
C -0.28 2.62 -0.20
O 3.14 3.18 -2.39
C -2.45 -0.52 2.22
C 4.15 0.94 -0.63
H -0.25 3.63 0.21
C 0.36 2.74 -2.66
H -2.38 -3.90 0.38
C -3.03 -1.64 2.79
O -1.62 2.22 1.76
H -3.50 -3.71 4.66
H 0.87 3.70 -2.57
H 3.21 -1.79 -0.69
H 0.74 2.21 -0.16
C -0.78 2.63 -1.64
H -0.79 0.23 -0.54
C 2.33 -1.14 -0.79
O -3.55 -4.02 2.61
C 3.49 0.79 -2.02
C 3.12 0.80 0.45
H 1.49 -0.36 1.12
H 4.28 0.69 -2.77
C -1.12 1.77 0.75
C -1.83 -0.61 0.98
C -1.81 -1.84 0.32
H 3.11 1.51 1.25
H 4.65 1.91 -0.58
C 1.14 0.38 -2.34
C 2.46 -0.33 -2.09
```

Löwdin atomic charge list, values in e, 6 entries:
1 H 0.09
2 N 0.06
3 C -0.38
4 H 0.10
5 H 0.14
6 C -0.28

=====

An isolated molecule of C19H22N2O4 at a distorted geometry. Source: OMol25; level of theory: wB97M-V/def2-TZVPD.

Summary:
HOMO, eV: -8.3966
HOMO-LUMO gap, eV: 8.78
Energy above the lowest of the compared OMol25 structures with the same formula, charge and spin, kJ/mol: 1874.5
Largest force on an atom, hartree/bohr: 0.2855
SMILES: COc1ccc(CNC(=O)C2CCN(C(=O)c3ccco3)CC2)cc1
Energy, eV: -31212.80846

Geometry as XYZ:
```
47
C19H22N2O4 (wB97M-V/def2-TZVPD)
C 2.42 6.87 -0.88
C -0.08 -4.77 -0.78
C 3.22 5.90 0.39
C -0.46 -5.33 -2.06
O 3.19 4.00 2.43
H -2.32 -2.42 1.23
O -1.35 -1.04 2.40
H 0.62 0.06 3.08
H -0.60 3.98 1.24
H 1.87 2.35 3.52
C -0.26 3.11 0.83
O 0.82 5.37 0.09
C -1.62 -3.26 -0.44
C -0.96 -0.58 1.29
C -1.68 -4.69 -2.56
H 0.55 6.81 -1.69
H 0.52 0.73 0.17
C -0.13 -6.90 -3.84
H -0.12 -3.38 0.89
H -1.22 -0.71 -0.56
H -2.11 -5.19 -3.40
C 1.93 4.09 1.69
H -1.23 -7.46 -3.68
C -2.36 -3.72 -1.87
O 0.29 -6.39 -2.81
N -1.77 -1.00 0.32
H -3.09 -3.32 -2.34
H 4.04 5.79 0.85
C 1.24 6.35 -0.91
N 1.07 3.18 1.85
C 2.08 5.07 0.59
C 0.96 2.22 2.78
H 3.22 7.58 -1.04
H -1.77 1.86 0.38
C -0.50 -3.76 -0.07
H -3.34 -1.85 -0.25
H -0.33 -6.23 -4.69
H 1.80 0.49 2.06
H 0.51 -7.69 -4.07
C 0.77 0.85 2.31
H 0.23 2.35 3.39
H -0.05 3.23 -0.14
C -0.03 0.70 1.28
H -1.53 1.96 2.24
C -2.44 -2.03 0.04
C -1.09 1.84 1.35
H 1.06 -5.05 -0.59
```

Löwdin atomic charge list, values in e, 6 entries:
1 C 0.03
2 C -0.05
3 C 0.17
4 C -0.09
5 O -0.17
6 H 0.20

=====

A structure of composition C19H22N2Sn at a distorted geometry. Source: OMol25; level of theory: wB97M-V/def2-TZVPD.

Summary:
HOMO (spin up / spin down), eV: -15.5615 / -15.5607
HOMO-LUMO gap (spin up / spin down), eV: 5.72 / 5.73
Total charge: +2
Energy above the lowest of the compared OMol25 structures with the same formula, charge and spin, kJ/mol: 120.2
Largest force on an atom, hartree/bohr: 0.0871
Energy, eV: -28851.07789

Geometry as XYZ:
```
44
C19H22N2Sn (wB97M-V/def2-TZVPD)
H 1.52 2.11 1.20
C -0.47 -2.86 -3.03
C 3.36 1.06 1.46
H -2.22 -1.31 2.85
H 5.06 -0.25 1.70
H 3.95 1.96 1.50
C 0.14 2.87 -2.95
H -0.84 -4.54 -1.70
C 3.22 -1.35 1.50
C -0.50 -0.72 -1.94
C 0.00 1.50 -3.05
C -0.88 -2.64 -0.69
Sn -0.94 0.04 0.97
H 1.27 -2.19 1.28
C 1.20 -0.03 1.23
H -3.34 -0.96 0.68
H -0.51 -1.02 3.31
H 0.20 1.00 -3.99
H 0.01 4.56 -1.59
H -3.46 0.54 1.66
C 1.84 -1.28 1.33
H -0.14 -1.00 -4.05
H -0.35 -3.47 -3.93
H -0.63 3.11 0.35
C -3.01 0.07 0.78
H -1.68 1.08 3.30
C -0.74 -3.46 -1.80
H -1.78 2.27 1.97
N -0.59 1.36 -0.73
C 1.98 1.14 1.29
C -1.18 1.47 2.41
C -0.45 2.69 -0.64
H -0.90 -2.27 2.11
H 3.70 -2.32 1.58
C -0.36 0.75 -1.92
H -0.17 1.82 2.67
H 0.43 3.46 -3.81
C 3.99 -0.19 1.57
H -1.09 -3.05 0.29
C -0.10 3.49 -1.72
C -0.35 -1.48 -3.10
H -3.24 0.64 -0.12
C -1.19 -1.29 2.50
N -0.76 -1.31 -0.75
```

Löwdin atomic charge list, values in e, 6 entries:
1 H 0.09
2 C 0.02
3 C -0.04
4 H 0.06
5 H 0.12
6 H 0.12

=====

An isolated molecule of C19H22N4O2 at a distorted geometry. Source: OMol25; level of theory: wB97M-V/def2-TZVPD.

Summary:
HOMO, eV: -7.3469
HOMO-LUMO gap, eV: 8.03
Energy above the lowest of the compared OMol25 structures with the same formula, charge and spin, kJ/mol: 471.5
Largest force on an atom, hartree/bohr: 0.0635
SMILES: CN(C)c1ccc2c(c1)CCN=C(NCc1ccc3c(c1)OCO3)N2
Energy, eV: -30112.20972

Geometry as XYZ:
```
47
C19H22N4O2 (wB97M-V/def2-TZVPD)
C 3.94 -4.14 -0.08
C -4.03 0.94 2.33
C -2.23 3.11 -0.79
C 0.80 -0.02 -0.76
C -2.86 2.38 0.31
H 2.49 -1.04 1.89
N 4.02 -2.71 0.07
O -2.28 0.97 3.80
H -2.89 -0.78 4.60
C 2.83 -1.88 -0.17
H 4.88 -4.59 -0.29
N -1.98 2.21 -1.91
C 1.30 -0.82 -1.76
C -0.82 1.52 -2.04
C 0.70 -0.53 -3.14
C -3.32 0.21 4.32
C -4.79 1.21 1.18
H -1.34 3.67 -0.43
H -2.27 2.49 -2.84
H -4.55 1.96 -0.85
C 2.20 -1.18 0.84
C -2.80 1.45 2.60
C -2.25 2.24 1.60
H 4.48 -2.25 2.03
H -2.92 3.87 -1.15
C 4.97 -2.12 1.04
H -0.87 0.96 -0.13
H 2.77 -2.28 -2.37
H 5.85 -2.79 1.21
C 0.81 0.89 -3.59
C 2.29 -1.75 -1.47
O -4.37 0.15 3.34
H 3.71 -4.56 0.91
N -0.19 0.98 -0.89
H -1.23 2.59 1.91
N -0.40 1.53 -3.26
H 1.06 -1.28 -3.85
C -4.10 1.87 0.14
C 1.24 -0.20 0.57
H 3.15 -4.56 -0.72
H -5.79 0.86 1.12
H -0.36 -0.78 -3.10
H -3.53 0.67 5.25
H 1.60 1.43 -3.10
H 1.09 1.07 -4.64
H 0.76 0.11 1.51
H 5.21 -1.07 0.81
```

Löwdin atomic charge list, values in e, 6 entries:
1 C -0.10
2 C -0.25
3 C -0.16
4 C -0.21
5 C -0.27
6 H 0.11